# C4H6N2O

A single C4H6N2O molecule (the ωB97M-V functional and the def2-TZVPD basis, OMol25).

Values from the calculation:
molar mass	98.1	g mol⁻¹
E_HOMO	-8.7558	eV
SMILES	Cc1cc(=O)[nH][nH]1
energy above the lowest of the compared OMol25 structures with the same formula, charge and spin	1.355	eV
calculated total energy	-9272.1466	eV
Kohn-Sham gap	0.349	Eh

Structure (ORCA input):
```
! wB97M-V def2-TZVPD RIJCOSX def2/J DEFGRID3
* xyz 0 1
C -1.95094 -0.04664 -0.02515
C -0.44952 -0.04249 -0.04294
C 0.39321 -0.06046 -1.10297
C 1.74692 0.02569 -0.57178
O 2.87963 -0.13714 -0.99965
N 1.59889 0.26878 0.78576
N 0.26869 -0.03278 1.15596
H -2.35446 0.95755 0.15574
H -2.34192 -0.71426 0.74899
H -2.33241 -0.38647 -0.99248
H 0.13933 -0.19239 -2.14534
H 2.44962 -0.16517 1.15436
H -0.10572 0.52848 1.91814
*
```



# C4H6N2O2

C4H6N2O2 as an isolated structure (the ωB97M-V functional and the def2-TZVPD basis, OMol25).

Values from the calculation:
molar mass	114.1	g mol⁻¹
E_HOMO	-8.4507	eV
energy above the lowest of the compared OMol25 structures with the same formula, charge and spin	6.228	eV
calculated total energy	-11314.8137	eV
Kohn-Sham gap	0.325	Eh

Structure (ORCA input):
```
! wB97M-V def2-TZVPD RIJCOSX def2/J DEFGRID3
* xyz 0 1
C -1.32877 0.74156 0.13367
C -0.10776 -0.01547 -1.44923
C 0.52158 -0.38730 -0.28380
C 1.77131 -1.19236 -0.09565
H -1.69258 2.09132 1.90726
H -3.13050 1.67107 0.45783
H 0.00407 -0.16226 -2.48751
H 1.44055 -2.48066 0.07033
H 2.07565 -0.96710 -1.40288
H 1.84048 -0.86742 1.74155
N -2.10589 1.45085 1.09894
N -1.40250 0.65881 -1.14940
O 2.51455 -0.44254 0.83501
O -0.40019 -0.09849 0.62388
*
```



# C4H6N2O2

A single C4H6N2O2 molecule (the ωB97M-V functional and the def2-TZVPD basis, OMol25).

Values from the calculation:
molar mass	114.1	g mol⁻¹
E_HOMO	-7.8537	eV
energy above the lowest of the compared OMol25 structures with the same formula, charge and spin	7.523	eV
calculated total energy	-11313.5189	eV
Kohn-Sham gap	0.298	Eh

Structure (ORCA input):
```
! wB97M-V def2-TZVPD RIJCOSX def2/J DEFGRID3
* xyz 0 1
C 0.16635 -1.78903 0.79687
C 0.96365 -0.76290 0.77819
C -1.24093 -1.84267 0.32579
C -0.72277 0.71993 0.14321
N 0.51056 0.47740 0.37371
N -1.02612 1.80175 -0.56871
O -1.35602 -1.85945 -0.98247
O 1.68568 1.35802 -0.06348
H 0.40274 -2.76848 1.24866
H 2.02516 -0.76102 1.02877
H -1.98006 2.05625 -0.66641
H -0.29557 2.61052 -0.77827
H -0.50818 -1.48198 -1.49500
H 1.37550 2.24165 -0.14086
*
```



# C4H6N2O2

A 2-piece molecular cluster, C4H6N2O2 overall (the ωB97M-V functional and the def2-TZVPD basis, OMol25).

Values from the calculation:
molar mass	114.1	g mol⁻¹
E_HOMO	-8.7045	eV
energy above the lowest of the compared OMol25 structures with the same formula, charge and spin	8.389	eV
calculated total energy	-11312.6526	eV
Kohn-Sham gap	0.321	Eh

Structure (ORCA input):
```
! wB97M-V def2-TZVPD RIJCOSX def2/J DEFGRID3
* xyz 0 1
C 0.69143 -0.51012 0.24791
C 0.03714 -0.36858 1.54634
C -0.05526 0.66238 -0.70911
C 0.19459 0.89184 -2.21339
H -0.47528 -2.30071 0.05755
H 1.72715 -0.10344 0.15946
H -0.35738 -1.45657 2.00625
H 0.81743 0.28895 2.22945
H -1.79507 1.05915 1.78080
H -0.72693 0.86164 -3.48439
N -1.13013 0.64397 1.06620
N -1.07863 1.07340 -0.16180
O 0.58284 -1.84503 -0.26774
O 1.56811 1.10312 -2.25751
*
```